# 1
ORCA calculation (ωB97M-V with the def2-TZVPD basis set) on C2H2N3O as an isolated structure.

Values from the calculation:
E_tot, Eh: -316.4486
Highest occupied orbital energy, eV: -16.48
Charge: +1
LUMO energy, Eh: -0.2523
Molecular weight, g/mol: 84.1
Kohn-Sham gap, eV: 9.62
Relative energy (zero: lowest compared OMol25 entry of this formula, charge and spin), kcal/mol: 88.74
2S+1: 1

Each line ends with the natural charge from an NBO analysis.
Element x y z (Å)
C (-0.4275, 0.6634, 0.2669)  -0.025
C (-1.1803, -0.1721, -0.8012)  0.913
N (-1.5011, 0.8966, 1.1852)  -0.179
N (-0.8964, 0.1996, 2.0900)  0.169
N (0.1868, -0.0923, 1.2549)  -0.439
O (-1.7365, -0.9158, -1.4926)  -0.193
H (-0.1773, 1.4493, -0.3850)  0.299
H (1.0830, -0.1799, 1.6891)  0.454

=====

# 2
ORCA calculation (ωB97M-V with the def2-TZVPD basis set) on an isolated ion of composition C2H2N3O2 and charge -1.

Values from the calculation:
E_tot, Eh: -392.1684
SMILES string: [H]/N=c1/[n-][nH]c(=O)o1
Highest occupied orbital energy, eV: -3.26
Charge: -1
LUMO energy, Eh: 0.1542
Molecular weight, g/mol: 100.1
Kohn-Sham gap, eV: 7.46
Relative energy (zero: lowest compared OMol25 entry of this formula, charge and spin), kcal/mol: 31.24
2S+1: 1

Each line ends with the natural charge from an NBO analysis.
Element x y z (Å)
C (-1.0163, -0.1502, -0.0689)  0.587
C (1.2721, -0.1587, -0.0998)  0.837
N (-2.1719, -0.7690, 0.0284)  -0.894
N (-0.7890, 1.1620, -0.1298)  -0.465
N (0.8991, 1.1146, -0.1016)  -0.580
O (2.3588, -0.6502, 0.1711)  -0.693
O (0.1565, -0.9000, -0.1860)  -0.521
H (-1.9509, -1.6945, 0.0109)  0.316
H (1.2417, 2.0460, 0.3757)  0.412

=====

# 3
ORCA calculation (ωB97M-V with the def2-TZVPD basis set) on C2H2N3O2 as an isolated structure.

Values from the calculation:
E_tot, Eh: -392.1044
Highest occupied orbital energy, eV: -4.55
Charge: -1
LUMO energy, Eh: 0.1595
Molecular weight, g/mol: 100.1
Kohn-Sham gap, eV: 8.89
Relative energy (zero: lowest compared OMol25 entry of this formula, charge and spin), kcal/mol: 71.36
2S+1: 1

Each line ends with the natural charge from an NBO analysis.
Element x y z (Å)
C (1.2639, -0.8302, -0.0706)  0.120
C (-1.5544, -0.0642, 0.0443)  0.869
N (1.7962, 0.3089, 0.2029)  -0.329
N (0.6985, 1.0483, -0.2302)  -0.295
N (-0.1569, -0.1281, -0.6157)  -0.393
O (-1.9389, 1.0982, 0.2503)  -0.777
O (-2.0711, -1.1319, 0.1667)  -0.730
H (1.5956, -1.8785, -0.1867)  0.185
H (0.3670, 1.5775, 0.4390)  0.349

=====

# 4
ORCA calculation (ωB97M-V with the def2-TZVPD basis set) on an isolated ion of composition C2H2N3O2 and charge -1.

Values from the calculation:
E_tot, Eh: -392.1488
SMILES string: [H]/N=N\C=N\C(=O)[O-]
Highest occupied orbital energy, eV: -4.49
Charge: -1
LUMO energy, Eh: 0.1437
Molecular weight, g/mol: 100.1
Kohn-Sham gap, eV: 8.40
Relative energy (zero: lowest compared OMol25 entry of this formula, charge and spin), kcal/mol: 43.54
2S+1: 1

Each line ends with the natural charge from an NBO analysis.
Element x y z (Å)
C (-0.3359, 0.0489, -0.3765)  0.119
C (-0.1453, -2.1645, 0.2469)  0.830
N (0.1523, 1.3145, -0.0438)  -0.192
N (0.8300, 1.3392, 0.9763)  -0.309
N (0.3995, -0.8074, 0.1519)  -0.443
O (-0.0334, -3.0193, -0.6218)  -0.749
O (-0.7894, -2.2158, 1.3136)  -0.761
H (-1.1241, -0.2671, -1.0627)  0.183
H (0.8580, 0.4254, 1.5196)  0.323

=====

# 5
ORCA calculation (ωB97M-V with the def2-TZVPD basis set) on C2H2N3O4 as an isolated structure.

Values from the calculation:
⟨S²⟩: 2.010
E_tot, Eh: -542.3778
Highest occupied orbital energy (spin up / spin down), eV: -3.55 / -4.02
Charge: -1
LUMO energy (spin up / spin down), Eh: 0.1525 / 0.0897
Molecular weight, g/mol: 132.1
Kohn-Sham gap (spin up / spin down), eV: 7.70 / 6.46
Relative energy (zero: lowest compared OMol25 entry of this formula, charge and spin), kcal/mol: 3.19
2S+1: 3

Each line ends with the natural charge from an NBO analysis.
Element x y z (Å)
C (1.6340, 0.2018, 0.5279)  0.609
C (-0.7999, 0.7614, 0.8192)  0.565
N (-0.5655, -1.6240, -1.0954)  -0.214
N (-0.8087, 0.9585, -0.4329)  -0.332
N (1.4676, 0.5411, -0.6703)  -0.308
O (-1.2309, -1.3203, -0.0534)  -0.202
O (2.4777, 0.0470, 1.3950)  -0.619
O (-1.5007, 1.1381, 1.6897)  -0.627
O (0.1989, 0.5155, -1.2494)  -0.228
H (0.3268, 0.2407, 0.9723)  0.012
H (-1.1994, -1.4598, -1.9026)  0.344

=====

# 6
ORCA calculation (ωB97M-V with the def2-TZVPD basis set) on an isolated ion of composition C2H2N3OS and charge -1.

Values from the calculation:
E_tot, Eh: -715.1276
SMILES string: N#CN(N)C([O-])=S
Highest occupied orbital energy, eV: -4.07
Charge: -1
LUMO energy, Eh: 0.1403
Molecular weight, g/mol: 116.1
Kohn-Sham gap, eV: 7.89
Relative energy (zero: lowest compared OMol25 entry of this formula, charge and spin), kcal/mol: 22.66
2S+1: 1

Each line ends with the natural charge from an NBO analysis.
Element x y z (Å)
C (1.4333, -0.4190, 0.5209)  0.452
C (-0.8948, 0.2644, 0.8748)  0.377
N (2.4462, -0.8468, 0.8952)  -0.471
N (0.1365, -0.0161, -1.5116)  -0.618
N (0.4319, 0.0826, -0.1003)  -0.432
O (-1.8563, 0.6483, 0.2560)  -0.678
S (-0.7638, -0.0591, 2.4235)  -0.325
H (-0.2127, 0.8834, -1.7984)  0.348
H (-0.7204, -0.5378, -1.5601)  0.347

=====

# 7
ORCA calculation (ωB97M-V with the def2-TZVPD basis set) on an isolated ion of composition C2H2N3S2 and charge -1.

Values from the calculation:
E_tot, Eh: -1037.9925
SMILES string: [H]/N=C([S-])/N=C\N=S
Highest occupied orbital energy (spin up / spin down), eV: -3.26 / -3.96
Charge: -1
LUMO energy (spin up / spin down), Eh: 0.0498 / 0.0848
Molecular weight, g/mol: 132.2
Kohn-Sham gap (spin up / spin down), eV: 4.61 / 6.27
Relative energy (zero: lowest compared OMol25 entry of this formula, charge and spin), kcal/mol: 63.35
2S+1: 1

Each line ends with the natural charge from an NBO analysis.
Element x y z (Å)
C (0.9789, 0.4933, 0.6868)  0.262
C (-0.4444, 0.1887, -1.1309)  0.302
N (0.6987, 0.7343, -0.5599)  -0.566
N (-1.2847, -0.4755, -0.4907)  -0.580
N (0.3856, -0.4485, 1.3278)  -0.618
S (0.5179, -0.8981, 2.8996)  0.025
S (-0.6758, 0.2306, -2.9238)  -0.327
H (1.9139, 0.9490, 1.2409)  0.136
H (-2.0901, -0.7740, -1.0498)  0.368

=====

# 8
ORCA calculation (ωB97M-V with the def2-TZVPD basis set) on an isolated molecule of C2H2N4.

Values from the calculation:
E_tot, Eh: -296.2198
Highest occupied orbital energy (spin up / spin down), eV: -8.12 / -8.12
Charge: 0
LUMO energy (spin up / spin down), Eh: -0.0404 / -0.0407
Molecular weight, g/mol: 82.1
Kohn-Sham gap (spin up / spin down), eV: 7.02 / 7.01
Relative energy (zero: lowest compared OMol25 entry of this formula, charge and spin), kcal/mol: 128.70
2S+1: 1

Each line ends with the natural charge from an NBO analysis.
Element x y z (Å)
C (-0.9825, -0.3741, -0.2557)  0.187
N (-1.4474, 0.6568, -0.7895)  -0.255
N (0.4415, 1.9165, 0.1769)  0.014
N (0.9974, 0.9132, 0.3361)  -0.025
C (1.0863, -0.3887, 0.3961)  -0.012
N (-0.1379, -1.0534, 0.4623)  -0.514
H (-1.9894, -0.7421, -0.7278)  0.382
H (2.0468, -0.8793, 0.4126)  0.222

=====

# 9
ORCA calculation (ωB97M-V with the def2-TZVPD basis set) on an isolated molecule of C2H2N4O.

Values from the calculation:
E_tot, Eh: -371.4724
SMILES string: [H]/N=c1/cnonn1
Highest occupied orbital energy, eV: -10.25
Charge: 0
LUMO energy, Eh: -0.0250
Molecular weight, g/mol: 98.1
Kohn-Sham gap, eV: 9.58
Relative energy (zero: lowest compared OMol25 entry of this formula, charge and spin), kcal/mol: 92.84
2S+1: 1

Each line ends with the natural charge from an NBO analysis.
Element x y z (Å)
C (0.5457, -0.2161, -0.0573)  0.267
C (-0.1036, 1.0486, -0.2609)  -0.011
H (2.2742, -1.0471, 0.3547)  0.354
H (0.5816, 2.0309, -0.2475)  0.253
N (1.8572, -0.1926, 0.1575)  -0.580
N (-1.3342, 1.1810, 0.0690)  -0.056
N (-1.5320, -1.2250, -0.1358)  0.215
N (-0.3388, -1.4364, -0.1200)  -0.238
O (-1.9501, -0.1433, 0.2402)  -0.204

=====

# 10
ORCA calculation (ωB97M-V with the def2-TZVPD basis set) on an isolated molecule of C2H2N4O.

Values from the calculation:
E_tot, Eh: -371.5479
SMILES string: O=c1cn[nH]nn1
Highest occupied orbital energy, eV: -9.44
Charge: 0
LUMO energy, Eh: -0.0163
Molecular weight, g/mol: 98.1
Kohn-Sham gap, eV: 8.99
Relative energy (zero: lowest compared OMol25 entry of this formula, charge and spin), kcal/mol: 45.49
2S+1: 1

Each line ends with the natural charge from an NBO analysis.
Element x y z (Å)
C (1.2658, -0.2023, -0.0201)  0.512
C (0.4749, 1.0106, 0.1141)  -0.068
H (0.7864, 2.0015, 0.3759)  0.225
H (-2.4467, -0.3278, -0.0195)  0.409
N (-0.8130, 0.8736, -0.1947)  -0.166
N (-1.3906, -0.2415, -0.1404)  -0.177
N (-0.7976, -1.3832, 0.0369)  0.035
N (0.3867, -1.3580, 0.0123)  -0.228
O (2.5341, -0.3729, -0.1644)  -0.543